This record from the Open Molecules 2025 dataset describes an isolated molecule of C2H6N2O at a distorted geometry. The level of theory is wB97M-V/def2-TZVPD.

Results
Energy relative to the best compared isomer or geometry (same formula, charge and spin) ... 99.8 kcal per mole
Kohn-Sham gap ... 9.72 eV
SMILES ... C/N=C/NO
Spin multiplicity ... 1

Atoms and positions in Å:
C1 1.215030 0.845687 0.932968
N1 0.131136 0.519219 -0.024416
C2 -0.433722 -0.640083 0.057802
N2 -1.392177 -0.819599 -0.739596
O1 -1.382880 0.035042 -1.910979
H1 1.772582 -0.000908 1.351851
H2 1.886187 1.331432 0.153683
H3 0.740340 1.373880 1.728397
H4 0.091342 -1.503373 0.651841
H5 -1.691560 -1.814609 -0.903759
H6 -0.936277 0.673311 -1.297792

Cartesian forces (eV/Å) of the 2 atoms listed first:
C 0.290 -0.447 -3.254
N 0.070 -1.110 1.768